Entry 1:
7
Properties=species:S:1:pos:R:3:forces:R:3:mulliken_charge:R:1 method="wB97M-V/def2-TZVPD" relative_energy_kcal_mol=39.7 smiles="N#CC(=O)C=O" homo_ev=-11.2 e_tot_ha=-320.03600 spin_multiplicity=1 orbital_gap_ev=9.0
N 2.434547 -0.393114 0.125042 -4.630 0.499 -1.821 -0.429
C 1.291582 -0.304662 -0.230456 3.025 -2.353 2.401 0.282
C -0.328696 -0.669192 -0.020961 3.974 1.977 -0.436 0.452
O -0.769580 -1.736536 -0.090440 -1.072 -1.270 0.066 -0.340
C -0.865732 0.748634 0.144947 8.125 1.453 -2.848 0.016
O 0.101783 1.537078 -0.169158 -5.851 -1.802 1.901 -0.388
H -1.863902 0.817792 0.241023 -3.569 1.497 0.737 0.409

---

Entry 2:
8
Properties=species:S:1:pos:R:3:forces:R:3:mulliken_charge:R:1 method="wB97M-V/def2-TZVPD" relative_energy_kcal_mol=21.9 homo_ev=-11.2 e_tot_ha=-395.34256 spin_multiplicity=1 orbital_gap_ev=11.0
C 1.379089 0.698426 -1.749337 0.923 1.303 -0.422 -0.139
C -0.135990 -1.533827 -0.812868 1.713 1.576 0.503 0.246
C -0.437733 1.621058 1.713634 1.236 6.440 1.682 0.657
N 0.728809 -0.208026 -1.447765 -2.746 -4.018 1.658 -0.108
O -0.520434 0.542573 1.447764 -0.744 -5.328 -1.347 -0.283
O -0.944144 -2.116044 -1.402861 0.069 0.438 -0.588 -0.268
O -0.271360 2.743368 2.009910 -0.487 -1.126 -0.346 -0.390
H 0.201764 -1.747528 0.241524 0.035 0.715 -1.141 0.285

---

Entry 3:
9
Properties=species:S:1:pos:R:3:forces:R:3:mulliken_charge:R:1 method="wB97M-V/def2-TZVPD" relative_energy_kcal_mol=50.8 homo_ev=2.0 e_tot_ha=-793.49385 total_charge=-2 spin_multiplicity=1 orbital_gap_ev=4.6
H 1.639174 1.753038 0.332450 -0.244 0.162 -0.006 0.149
N 0.932262 1.032953 0.167598 1.062 -0.570 0.032 -0.647
C -0.252026 1.532015 0.206085 -0.251 -0.553 -0.121 0.478
O -0.670196 2.685301 0.380427 -0.538 0.958 0.144 -0.760
S -1.555168 0.244470 -0.069962 -0.186 -0.281 0.066 -0.375
C -0.767262 -1.462861 -0.222195 -1.000 1.282 -0.404 0.277
O -1.527995 -2.397646 -0.642631 -0.591 -0.501 0.099 -0.840
C 0.561039 -1.482998 -0.268418 2.488 -0.701 0.571 0.268
O 1.640172 -1.904273 0.116646 -0.740 0.205 -0.383 -0.549

---

Entry 4:
12
Properties=species:S:1:pos:R:3:forces:R:3:mulliken_charge:R:1 method="wB97M-V/def2-TZVPD" relative_energy_kcal_mol=0.0 homo_ev=-1.2 e_tot_ha=-1342.31418 total_charge=-2 spin_multiplicity=1 orbital_gap_ev=7.2
C 1.137543 -0.427191 1.424511 -2.255 1.149 -2.330 0.517
C 2.527182 -1.143082 -0.250768 -0.990 0.231 -0.537 0.620
C 0.193438 0.165880 -0.171467 1.278 0.042 2.046 -0.468
N 2.237751 -0.973774 1.027990 1.284 -0.543 1.077 -0.654
O 1.561764 2.426520 0.072043 -0.261 -0.335 -0.095 -0.697
O 0.607504 -0.279032 2.491308 -0.032 0.057 0.285 -0.578
O 3.521109 -1.656892 -0.715460 0.493 -0.244 -0.436 -0.651
O -0.035464 2.242505 -1.772072 0.063 -0.198 0.176 -0.715
O -0.855739 2.455279 0.508732 0.208 -0.227 -0.017 -0.727
S 1.170892 -0.581310 -1.391740 0.817 -0.689 -0.444 -0.258
S 0.235074 1.970253 -0.351032 -0.483 0.714 0.173 1.191
H -0.831345 -0.182591 -0.140129 -0.121 0.044 0.104 0.421

---

Entry 5:
8
Properties=species:S:1:pos:R:3:forces:R:3:mulliken_charge:R:1 method="wB97M-V/def2-TZVPD" relative_energy_kcal_mol=61.7 smiles="O=CC(=O)C(=O)[O-]" homo_ev=-3.3 e_tot_ha=-415.83448 total_charge=-1 spin_multiplicity=1 orbital_gap_ev=7.5
O -1.388799 1.927127 -1.142468 0.847 -2.276 0.493 -0.498
C -1.006901 1.013200 -0.419971 1.038 4.086 2.507 0.012
C -1.939008 0.481099 1.118927 2.381 0.583 -3.231 0.395
O -1.224468 0.631797 2.076963 -1.682 -0.398 -0.330 -0.538
C -2.723748 -0.371792 -0.079786 0.383 -1.358 0.287 0.599
O -1.774291 -1.185142 -0.249572 -1.060 -0.440 -0.060 -0.595
O -3.710757 -0.072666 -0.713983 0.172 0.217 1.182 -0.604
H 0.206445 0.901665 -0.167634 -2.078 -0.414 -0.847 0.230

---

Entry 6:
10
Properties=species:S:1:pos:R:3:forces:R:3:mulliken_charge:R:1 method="wB97M-V/def2-TZVPD" relative_energy_kcal_mol=1.2 homo_ev=-5.3 e_tot_ha=-566.49838 total_charge=-1 spin_multiplicity=1 orbital_gap_ev=9.1
C -0.551691 -3.617012 0.903262 3.009 0.144 -0.057 0.857
C 0.392806 -0.912307 -0.489246 1.903 -2.433 -2.586 0.486
C -0.525147 -0.534313 0.671475 1.534 2.866 -0.054 0.734
O 1.059717 0.171021 -0.953076 0.650 -0.589 -0.518 -0.496
O 0.484997 -3.300650 1.342094 -0.856 -0.141 0.718 -0.439
O 0.600366 -2.036184 -1.020307 -1.055 3.601 1.501 -0.633
O -1.323829 -1.336420 1.079437 -1.622 -1.211 0.810 -0.659
O -1.386530 -4.190901 0.363174 -1.899 -0.337 -0.322 -0.432
O -0.258370 0.670101 1.020596 -0.810 -1.048 0.394 -0.804
H 0.976013 0.918546 -0.314545 -0.855 -0.851 0.113 0.387

---

Entry 7:
9
Properties=species:S:1:pos:R:3:forces:R:3:mulliken_charge:R:1 method="wB97M-V/def2-TZVPD" relative_energy_kcal_mol=94.4 homo_ev=-3.5 e_tot_ha=-1782.82019 total_charge=-1 spin_multiplicity=1 orbital_gap_ev=6.4
C 0.520970 -1.248518 1.364438 -0.653 0.598 0.950 0.696
C -0.094122 1.381008 -1.033059 0.694 0.562 0.333 -0.075
C -0.176261 -1.452469 0.283583 -0.928 -1.674 -1.934 -0.253
O 0.803966 -0.913717 2.464622 0.448 -0.248 -0.643 -0.466
S 0.227989 2.989996 -0.419656 -2.737 -0.911 1.153 -0.220
S -1.425543 -2.798552 0.064809 0.699 0.630 0.455 -0.548
S 1.247997 0.500513 -1.517914 -0.668 -0.094 -0.234 -0.219
S -0.001180 -1.398942 -1.475363 0.718 0.450 1.210 -0.067
H -1.103817 2.940682 0.268539 2.427 0.688 -1.291 0.153

---

Entry 8:
6
Properties=species:S:1:pos:R:3:forces:R:3:mulliken_charge:R:1 method="wB97M-V/def2-TZVPD" relative_energy_kcal_mol=0.0 homo_ev=-3.6 e_tot_ha=-562.54767 total_charge=-1 spin_multiplicity=1 orbital_gap_ev=6.9
C 0.293389 0.893150 0.586942 0.578 1.386 1.153 0.640
C -0.143427 0.480805 -0.545223 -0.021 -0.405 0.054 -0.608
C -0.356740 -0.234931 -1.567343 -0.443 -0.038 -1.246 0.734
O 0.676661 1.526139 1.485477 -0.404 -0.984 -0.816 -0.365
O -0.609809 -0.735907 -2.597185 0.301 0.029 0.950 -0.474
I 0.139927 -1.929255 2.637332 -0.012 0.012 -0.095 -0.927

---

no.,largest force on an atom (eV Å⁻¹),LUMO (eV)
1,8.731,-2.17
2,6.770,-0.17
3,2.648,6.63
4,3.441,5.96
5,4.905,4.20
6,4.041,3.83
7,3.106,2.82
8,1.893,3.36